85
Properties=species:S:1:pos:R:3:lowdin_charge:R:1 method="wB97M-V/def2-TZVPD" homo_lumo_gap_ev=7.1924 total_energy_ha=-3198.4424 e_above_lowest_ev=0.000 total_charge=+1 lumo_ev=-2.56 multiplicity=1
Sn 0.6676 0.0770 0.0139 1.050
C -2.1866 5.0472 1.3285 -0.019
N -1.9728 3.7380 0.7303 -0.119
C -2.7803 3.1700 -0.2170 -0.032
C -2.2072 1.9762 -0.5455 -0.110
N -1.0631 1.8185 0.1757 -0.042
C -0.9341 2.8887 0.9412 -0.473
P 0.3587 3.1567 2.2075 1.180
C 0.2643 1.4952 2.9521 -0.458
N 0.2074 0.3412 2.3061 -0.073
C 0.0296 -0.6351 3.2435 -0.138
C -0.0049 -0.0599 4.4784 -0.028
N 0.1435 1.2863 4.2817 -0.109
C 0.1601 2.2948 5.3330 -0.015
C 1.8749 2.8682 1.2474 -0.568
N 2.8721 2.1613 1.7413 0.069
C 3.8685 2.2360 0.8066 -0.119
C 3.4556 2.9936 -0.2519 -0.048
N 2.1867 3.4128 0.0449 -0.118
C 1.3514 4.2484 -0.7992 -0.004
H -3.2517 5.1953 1.4882 0.098
H -1.8080 5.8329 0.6755 0.096
H -1.6738 5.1000 2.2849 0.064
H -3.6844 3.6475 -0.5520 0.128
H -2.5528 1.2127 -1.2218 0.108
H -0.0785 -1.6699 2.9674 0.094
H -0.1218 -0.4824 5.4604 0.129
H 0.3386 1.7957 6.2813 0.096
H -0.7926 2.8200 5.3781 0.096
H 0.9625 3.0059 5.1532 0.086
H 4.8158 1.7439 0.9479 0.087
H 3.9411 3.2743 -1.1702 0.125
H 1.9916 4.9188 -1.3680 0.101
H 0.6986 4.8589 -0.1747 0.080
H 0.7539 3.6415 -1.4788 0.068
O -1.5521 2.2661 -4.5958 0.122
C -0.8153 1.5432 -3.7378 -0.464
O -0.0802 2.0317 -2.9240 0.085
C -1.0621 0.0671 -3.8905 -0.170
C -1.9188 -0.4278 -4.8692 0.024
C -2.0751 -1.7990 -4.9665 -0.021
C -1.3822 -2.6147 -4.0857 0.017
C -0.5574 -2.0182 -3.1394 -0.187
N -0.3933 -0.7038 -3.0435 0.198
C 0.2721 -2.8334 -2.1767 -0.493
O -0.2079 -4.0331 -1.8242 0.138
O 1.3445 -2.4600 -1.7893 0.010
H -1.3328 3.1985 -4.4531 0.138
H -2.4340 0.2473 -5.5358 0.123
H -2.7183 -2.2277 -5.7225 0.122
H -1.4597 -3.6916 -4.1560 0.128
H -1.1533 -4.0996 -2.0149 0.108
C 3.8855 -1.8209 -0.2687 -0.430
Te 2.4041 -2.4184 1.1389 1.299
C 3.5024 -1.2654 2.5665 -0.420
C 4.7823 -0.8610 1.8783 -0.301
C 5.7774 -0.1918 2.5872 -0.050
C 6.9358 0.2249 1.9549 -0.085
C 7.1124 -0.0285 0.5991 -0.082
C 6.1303 -0.6986 -0.1095 -0.042
C 4.9602 -1.1179 0.5205 -0.290
H 3.4173 -1.1649 -1.0038 0.032
H 4.2626 -2.7003 -0.7854 0.066
H 3.6941 -1.8652 3.4544 0.058
H 2.9276 -0.3814 2.8451 0.030
H 5.6346 0.0087 3.6421 0.119
H 7.7023 0.7422 2.5165 0.106
H 8.0180 0.2891 0.0998 0.105
H 6.2676 -0.9014 -1.1649 0.118
F -6.9113 -6.0271 -0.4526 0.145
C -6.8063 -4.9323 -1.2170 -0.588
F -6.8589 -5.3301 -2.5022 0.141
F -7.9052 -4.1868 -0.9981 0.147
C -5.5491 -4.1543 -0.9347 -0.116
C -5.2055 -3.1118 -1.7876 -0.003
C -4.0683 -2.3681 -1.5385 -0.023
C -3.2611 -2.6557 -0.4319 -0.249
C -3.6160 -3.7077 0.4131 -0.008
C -4.7579 -4.4524 0.1637 0.006
C -2.0699 -1.8930 -0.1968 -0.120
C -1.0639 -1.2437 -0.0013 -0.211
H -5.8305 -2.8868 -2.6420 0.128
H -3.7937 -1.5518 -2.1954 0.109
H -2.9909 -3.9365 1.2650 0.122
H -5.0305 -5.2666 0.8201 0.125

=====

8
Properties=species:S:1:pos:R:3:lowdin_charge:R:1 method="wB97M-V/def2-TZVPD" homo_lumo_gap_ev=10.3374 total_energy_ha=-333.4709 e_above_lowest_ev=2.094 lumo_ev=0.72 multiplicity=1
H -1.2901 0.4680 1.8931 0.062
N -0.6427 -0.3011 1.6324 0.111
C -0.1977 0.0058 0.4456 -0.384
N 0.4492 -0.7828 -0.4655 0.056
N 0.7367 -0.1007 -1.5853 0.019
N 0.4015 1.1130 -1.4462 -0.021
O -0.2853 1.2536 -0.3618 -0.011
H 0.8285 -1.6559 -0.1122 0.168

=====

14
Properties=species:S:1:pos:R:3:lowdin_charge:R:1 method="wB97M-V/def2-TZVPD" homo_lumo_gap_ev=11.2017 total_energy_ha=-323.9980 e_above_lowest_ev=3.518 total_charge=+1 lumo_ev=-3.75 multiplicity=1
N 1.5251 0.0328 0.6509 0.238
C 0.3085 -0.7755 0.5370 -0.300
O -0.4800 -0.5805 1.6744 0.040
C -0.4640 -0.3266 -0.8784 -0.226
C -1.3898 0.8659 -1.0996 -0.034
O -0.0047 0.7987 -1.4941 -0.037
H 1.3548 0.8435 1.2290 0.172
H 2.0260 0.3742 -0.2025 0.202
H 2.0476 -0.6584 1.2488 0.204
H 0.6141 -1.8245 0.3192 0.173
H -1.0405 0.2101 1.5048 0.124
H -0.6237 -1.3060 -1.4615 0.171
H -2.2496 0.7131 -1.7700 0.126
H -1.6238 1.6332 -0.2579 0.147

=====

22
Properties=species:S:1:pos:R:3:lowdin_charge:R:1 method="wB97M-V/def2-TZVPD" homo_lumo_gap_ev=5.0953 total_energy_ha=-420.5090 e_above_lowest_ev=8.056 lumo_ev=-3.95 multiplicity=1
C -0.6769 -0.4131 1.7876 -0.268
N -0.5354 -1.8861 1.5573 0.012
C 0.1057 0.4418 0.7929 -0.403
C 1.1200 1.3940 1.4030 -0.024
N -0.8681 1.1175 -0.0934 0.092
C -0.4457 1.2144 -1.5480 -0.414
O 0.6300 0.5578 -1.8857 -0.120
H -1.7764 -0.2932 1.7799 0.100
H -0.4595 -0.3280 2.8634 0.116
H 0.4627 -1.9951 1.7407 0.075
H -0.7526 -2.0065 0.5525 0.018
H 0.6185 -0.3230 0.1835 0.110
H 1.8823 1.5715 0.6237 0.091
H 1.6141 0.9833 2.2685 0.078
H 0.6350 2.3498 1.6166 0.085
H -1.7406 0.4242 -0.1664 0.048
H -1.3702 0.9814 -2.0964 0.132
H -0.3654 2.3246 -1.7315 0.162
H -1.9512 -0.9650 -0.5222 0.268
H 0.5572 -0.8290 -1.6784 -0.039
H 0.4838 -2.2330 -2.4879 0.022
O 0.7822 -1.8624 -1.6454 -0.142

=====

22
Properties=species:S:1:pos:R:3:lowdin_charge:R:1 method="wB97M-V/def2-TZVPD" homo_lumo_gap_ev=3.6425 total_energy_ha=-420.2437 e_above_lowest_ev=15.277 lumo_ev=-4.51 multiplicity=1
C -1.3954 0.1237 1.1991 -0.192
C -0.4949 -0.7262 0.3677 0.053
C -0.3139 -0.0882 -0.9417 -0.065
C 0.8719 -0.2795 -1.8029 -0.224
N 2.0824 0.4672 -1.3130 0.020
N -0.8304 1.3757 1.6711 0.202
H 1.2631 0.7540 3.1211 0.036
H -2.2642 -0.3887 1.6286 0.158
H 0.2259 0.4327 0.0953 0.200
H 0.1284 -1.4495 0.8493 0.110
H -1.2334 0.2089 -1.3872 0.017
H 0.6232 0.2182 -2.7302 0.113
H 1.8244 1.1965 -0.7773 -0.008
H 2.3766 -0.1678 -0.4711 0.027
H -1.6462 0.9504 0.4833 0.159
H 0.9734 0.1225 3.1025 0.024
H 2.3778 -2.3118 0.0093 -0.085
H 1.0783 -1.3541 -1.9299 0.136
O 2.4145 -1.4698 0.4468 -0.381
H -3.7240 0.1459 -1.6581 -0.079
H -1.5530 2.0596 1.7343 0.078
O -2.7847 0.1803 -1.6972 -0.298

=====

19
Properties=species:S:1:pos:R:3:lowdin_charge:R:1 method="wB97M-V/def2-TZVPD" homo_lumo_gap_ev=10.3925 total_energy_ha=-311.0082 e_above_lowest_ev=1.389 lumo_ev=1.04 multiplicity=1
C -0.6134 1.6167 1.4038 -0.009
C -1.2859 0.4928 1.1652 -0.208
C -1.6274 -0.0444 -0.1996 -0.267
C -1.3540 -1.5444 -0.3496 -0.110
H -0.4408 1.9690 2.4180 0.053
H -0.2050 2.2134 0.5925 0.045
H -1.6606 -0.0910 2.0091 0.097
H -1.0837 0.5232 -0.9638 0.093
H -2.6970 0.1334 -0.3801 0.109
H -1.8105 -1.9402 -1.2633 0.070
H -0.2800 -1.7575 -0.3933 0.049
H -1.7655 -2.1061 0.4975 0.071
C 2.2038 -0.3617 -0.1720 -0.057
C 1.9760 0.6517 -1.2607 -0.301
O 1.2535 1.6173 -1.1767 0.022
H 1.4782 -0.2360 0.6356 0.065
H 2.1510 -1.3749 -0.5873 0.077
H 3.2195 -0.2336 0.2239 0.086
H 2.5419 0.4725 -2.1991 0.115